(1)
DFT (ωB97M-V/def2-TZVPD) results for C24H32BrCrIN5O4PTe as an isolated structure.

Each line ends with the Mulliken charge.
CARTESIAN COORDINATES (ANGSTROEM)
C  1.76477  1.70248  1.80272  -1.19
H  2.83297  -2.30582  -3.62168  0.25
H  1.30847  2.06428  -2.27388  -0.20
O  0.51607  -1.66972  -2.47628  0.17
H  -1.35483  1.99818  2.44042  0.75
C  -1.01823  -0.01492  2.86652  0.78
N  -2.25573  1.66648  0.30672  0.07
H  0.06207  1.71868  3.47432  0.60
H  -0.01123  3.49728  1.20412  0.44
H  -3.11683  -1.55442  5.03032  0.44
H  -2.73493  -3.36542  3.32352  0.46
H  -2.01183  0.65208  4.62722  0.54
H  -3.54083  -0.10992  -3.97778  0.20
C  -3.91543  -1.09292  -3.70048  -1.24
N  2.28327  1.97828  -1.98168  -0.17
C  -3.25883  -1.58162  -2.42118  0.18
C  -3.71783  2.40908  -1.42708  -0.48
C  2.64987  0.72658  -1.50748  0.66
H  -2.95633  3.96968  -2.70118  0.41
O  -1.89703  -1.87352  -2.63608  -0.42
N  -0.74273  -1.00912  2.00682  1.11
O  -0.92053  -0.47552  -0.77998  0.14
Te  -0.74893  1.05858  -3.73018  -0.51
P  -0.76813  -0.76932  -2.24968  0.08
N  0.38037  1.44578  1.39612  1.58
H  3.34697  1.76098  4.00822  0.50
C  3.31957  -1.60172  3.86672  -0.99
H  -4.14043  0.91868  0.07082  0.48
H  -0.11283  -3.10252  -3.80538  0.19
C  -1.84663  -0.18312  3.96482  -1.10
C  2.47257  -1.71212  2.78102  -0.52
C  -1.55903  3.37938  -1.19578  -0.96
C  3.12257  0.75528  3.68702  -0.76
H  2.15307  -3.61452  -4.61048  0.43
H  0.59667  -1.63852  -4.53598  0.34
C  2.03537  -3.04032  -3.69548  -1.22
C  0.68237  -2.35772  -3.70748  -0.34
Br  1.05157  -2.95222  0.09392  -0.60
H  -3.71363  -2.51912  -2.08738  0.35
C  -0.00633  2.58978  0.57112  -1.79
C  -2.76943  3.32308  -1.85778  -0.61
H  3.71447  -2.49682  4.32032  0.47
C  3.95337  0.29108  -1.68698  -2.06
H  -3.35553  -0.84962  -1.61328  -0.09
C  2.30347  0.55808  2.58832  0.69
H  -0.79913  4.07978  -1.50178  0.39
C  -1.38363  -2.17522  2.20112  -0.55
H  -3.67933  -1.78572  -4.50338  0.31
C  -2.25123  -2.40482  3.24732  -1.00
H  -4.66743  2.31758  -1.92848  0.45
H  -1.18083  -2.96162  1.48622  0.43
H  2.38477  1.81048  0.90542  -0.22
N  1.96757  -0.65672  2.12692  1.16
H  0.77147  2.72518  -0.18638  0.58
C  -3.41493  1.61678  -0.32998  -0.54
C  -0.47763  1.35998  2.58712  -1.56
O  1.76317  0.09008  -0.84528  0.21
Cr  0.58997  -0.62422  0.58612  0.50
H  4.31887  -0.21992  5.18632  0.46
H  2.09377  -3.70422  -2.83698  0.26
H  2.21367  -2.69062  2.40272  0.41
I  5.18297  1.77268  0.40702  -0.37
H  1.85147  2.64208  2.36822  0.68
H  2.94327  2.40918  -2.61088  0.27
H  4.58557  0.77408  -2.40828  0.41
C  -1.33463  2.51038  -0.13068  0.88
C  -2.47193  -1.40042  4.18042  -0.53
C  3.65757  -0.34292  4.34112  -0.54
H  -4.99003  -1.03802  -3.56408  0.41
H  4.25107  -0.67702  -1.33018  0.39

Atoms 1-2, force components in eV/Å:
C 0.562 0.206 -0.039
H 0.111 0.059 -0.014

Values from the calculation:
HOMO energy (alpha / beta) in eV: -6.652 / -6.906
HOMO-LUMO gap (alpha / beta) in eV: 6.33 / 6.05
Charge: 0
Expectation value of S²: 6.036
Spin multiplicity: 5

***

(2)
DFT (ωB97M-V/def2-TZVPD) results for C18H13AuI2N4 as an isolated structure.

Each line ends with the Mulliken charge.
CARTESIAN COORDINATES (ANGSTROEM)
C  1.81393  -1.68873  0.67044  -0.21
C  0.74638  4.43571  0.66562  -0.05
C  1.26362  2.78352  4.50902  -0.82
H  -2.42230  0.04419  -2.03261  0.63
C  -0.97017  -2.79443  -0.24210  -0.36
C  -1.84507  0.85919  -1.62836  -0.06
N  1.61304  0.54021  0.99713  -0.10
C  -1.46352  -3.96943  -0.77829  -0.82
H  1.70572  1.92925  5.00798  0.43
C  -2.11314  2.21585  -1.75313  -1.35
H  -0.32493  -1.11307  -3.12409  0.57
H  -1.79068  -4.77227  -0.13248  0.48
C  -1.12766  2.88275  -1.05213  -0.13
C  2.67496  0.08177  1.69929  0.10
H  1.65280  -2.67817  0.27623  0.63
N  -2.44411  -6.32175  -3.16712  -0.40
I  2.65418  3.36375  2.97294  0.25
N  -0.25742  1.98607  -0.51427  -0.26
H  -1.19210  -3.21707  -4.07849  0.49
C  -1.13537  -3.08694  -3.00680  -0.82
C  1.04947  -0.55449  0.33645  0.68
C  -0.57121  -1.75426  -1.08302  -0.03
C  -0.68249  0.70368  -0.86306  0.47
H  3.30817  0.73636  2.26989  0.23
H  -1.01388  3.94426  -0.93096  0.32
C  -0.05155  -0.49784  -0.51081  0.32
H  1.17446  3.64229  5.16500  0.47
C  -2.04321  -5.34345  -2.72058  -0.22
C  2.82266  -1.28831  1.52472  -1.33
C  -0.66321  -1.90468  -2.46817  -0.36
N  0.55038  5.55550  0.55900  0.04
C  -1.54067  -4.11808  -2.16144  0.51
I  -0.63464  2.26807  3.76262  0.22
H  0.40929  6.55217  0.47310  0.33
H  3.59203  -1.89710  1.96883  0.47
Au  1.11609  2.46144  0.84301  0.66
H  -0.93469  -2.66766  0.83221  0.57
H  -2.92516  2.68169  -2.28554  0.46

Atoms 1-2, force components in eV/Å:
C 0.055 0.008 -0.095
C -0.173 -0.014 -0.133

Values from the calculation:
HOMO energy in eV: -14.448
HOMO-LUMO gap in eV: 5.37
Charge: +2

***

Result set for energy: -164200.24011, -44711.79838 eV, one per record in the order listed.